Entry 1:
{
  "formula": "C2H4N3P",
  "method": "ωB97M-V with the def2-TZVPD basis set",
  "elements": ["C", "C", "N", "N", "N", "P", "H", "H", "H", "H"],
  "coordinates": [[0.332740, -0.509099, -1.554727], [-0.392934, 0.040843, 0.041311], [0.102097, -1.730115, -1.515805], [-0.884663, -1.093812, 0.384178], [-0.620759, -2.079693, -0.439348], [-0.516336, 1.663596, 0.861589], [0.862709, 0.270094, -2.160668], [-0.559028, -3.082209, -0.315219], [-1.950783, 1.719821, 0.685283], [-0.000856, 2.159235, -0.324958]],
  "forces_ev_per_angstrom": [[-0.927, 4.574, 4.168], [1.193, -2.812, -4.099], [0.651, -1.193, -1.654], [-0.345, 0.411, 2.718], [0.754, 0.032, -1.932], [-0.426, -1.224, 0.380], [-0.510, -1.739, 0.144], [-0.731, 0.461, 1.095], [0.695, 0.489, -0.338], [-0.354, 1.001, -0.482]],
  "lowdin_charge": [-0.07, -0.53, -0.03, -0.05, -0.11, 0.78, 0.09, 0.15, -0.09, -0.14],
  "de_lowest_kj_mol": 276.73,
  "total_charge": 0,
  "smiles": "Pc1cn[nH]n1",
  "gap_ev": 9.86
}

---

Entry 2:
{
  "formula": "C4H5BrO",
  "method": "ωB97M-V with the def2-TZVPD basis set",
  "elements": ["C", "C", "C", "C", "O", "Br", "H", "H", "H", "H", "H"],
  "coordinates": [[-0.617351, -1.930397, 0.111127], [-1.378091, -1.203431, -0.636365], [1.076495, 1.009706, 0.680445], [1.818914, 0.694477, -0.355532], [0.196014, -2.339807, 0.832587], [3.350345, -0.376142, -0.055139], [-0.868346, -0.781933, -1.516836], [-2.328988, -0.983788, -0.339111], [0.019924, 1.328781, 0.620076], [1.494799, 0.764528, 1.660166], [1.389202, 0.571257, -1.346922]],
  "forces_ev_per_angstrom": [[1.772, 0.470, 1.464], [1.731, 0.057, -1.929], [-5.356, 2.132, 8.356], [5.473, -1.996, -8.127], [-0.511, -0.780, -0.343], [-0.656, 0.074, -0.142], [-0.619, -0.273, 0.391], [-2.355, 0.513, 0.401], [0.774, -0.515, -0.005], [-0.540, 0.453, -0.110], [0.288, -0.136, 0.044]],
  "lowdin_charge": [-0.29, 0.01, -0.16, -0.69, 0.16, 0.71, 0.08, 0.03, 0.07, 0.05, 0.04],
  "de_lowest_kj_mol": 126.52,
  "total_charge": 0,
  "spin_multiplicity": 3,
  "gap_ev": [6.58, 6.93]
}

---

Entry 3:
{
  "formula": "C3H29NO10S",
  "method": "ωB97M-V with the def2-TZVPD basis set",
  "elements": ["C", "C", "C", "S", "N", "H", "H", "H", "H", "H", "H", "H", "H", "H", "H", "H", "O", "H", "H", "O", "H", "H", "O", "H", "H", "O", "H", "H", "O", "H", "H", "O", "H", "H", "O", "H", "H", "O", "H", "H", "O", "H", "H", "O"],
  "coordinates": [[3.232539, 0.248896, 1.604660], [2.291247, -1.029758, 1.301894], [2.177503, -1.529915, 2.757782], [1.161258, -2.951886, 2.998762], [1.032674, -0.713026, 0.695754], [2.832117, 1.070427, 0.921522], [3.220932, 0.611881, 2.724842], [4.160237, 0.009082, 1.103372], [2.807480, -1.800868, 0.759171], [1.799760, -0.801859, 3.540255], [3.287224, -1.716457, 3.264753], [0.459110, -2.912941, 1.895635], [0.976436, -0.623768, -0.392412], [0.760746, 0.229585, 1.009651], [-2.947786, 2.809040, 0.434485], [-1.593064, 2.857485, 0.665778], [-2.204471, 2.312677, 0.269404], [0.486018, 2.768021, 0.831639], [1.558678, 3.786649, 0.098291], [0.662837, 3.708256, 0.660253], [-2.018828, 2.811353, -1.502358], [-1.403758, 4.347773, -1.575535], [-1.885890, 3.558237, -2.054884], [-2.833906, -1.008991, 2.006354], [-2.897507, -0.033945, 0.645094], [-3.131464, -0.952209, 1.107253], [2.299241, -0.410865, -4.534415], [0.944422, -0.506762, -3.734475], [1.759905, -0.952232, -4.136731], [-2.913671, -2.509855, -0.222541], [-1.663863, -2.148827, 0.398895], [-1.998518, -2.817354, -0.325860], [-2.446715, -1.842984, -2.899139], [-1.437630, -2.228966, -1.955367], [-1.654799, -2.259047, -2.913445], [0.335009, 3.195187, 3.169887], [0.278998, 1.789536, 3.731715], [0.602577, 2.337223, 2.996410], [-0.188416, -1.002589, -2.659031], [-0.285360, 0.359097, -3.309774], [-0.167608, -0.114495, -2.403135], [-1.956056, 2.288333, -3.931640], [-0.778007, 2.533020, -3.052497], [-1.089872, 1.950095, -3.732847]],
  "forces_ev_per_angstrom": [[-1.577, 0.760, -1.343], [1.296, 1.886, 2.551], [1.696, 0.231, 2.328], [-0.004, -1.603, 1.057], [-1.319, 1.065, -2.190], [0.384, -0.634, 1.154], [0.383, -0.845, -2.494], [0.856, 0.197, 0.831], [0.249, -0.142, -0.446], [0.205, -0.052, -1.489], [-2.618, 0.050, -1.769], [-0.368, 0.285, -0.851], [0.695, -0.481, 2.577], [-0.048, -0.656, -0.015], [-3.415, 1.440, 0.340], [3.013, 1.679, 1.361], [0.187, -3.432, -1.232], [0.780, 0.263, -0.086], [-3.193, -0.646, 2.001], [2.437, 0.445, -1.998], [0.120, -0.716, 1.572], [-1.587, -2.861, -0.981], [1.357, 4.513, -0.176], [0.374, 0.626, 0.614], [-0.438, -2.801, 2.135], [-0.078, 2.783, -2.360], [4.167, 4.928, -3.245], [2.707, -0.598, -1.032], [-5.825, -4.538, 3.877], [-0.054, -0.524, -0.397], [-0.283, -1.998, -2.028], [0.757, 2.124, 2.466], [-3.972, 2.084, -0.413], [-0.249, -0.736, -0.345], [3.924, -1.950, 0.354], [-0.734, 2.742, 0.542], [0.173, 0.317, -0.373], [0.513, -3.243, -0.132], [-0.625, -2.589, -0.290], [-0.682, -0.286, 2.486], [0.501, 3.312, -1.395], [-0.392, 0.173, -0.178], [0.091, 0.556, 0.443], [0.597, -1.131, -1.427]],
  "lowdin_charge": [-0.07, -0.50, -0.65, 0.70, 0.02, 0.07, 0.10, 0.05, 0.13, 0.05, 0.14, -0.19, 0.11, 0.06, 0.03, -0.01, 0.03, -0.01, 0.13, -0.12, -0.02, 0.13, -0.10, 0.04, 0.11, -0.10, -0.07, 0.02, -0.01, 0.03, 0.07, -0.12, -0.02, 0.01, -0.03, 0.00, 0.07, -0.03, -0.04, 0.06, -0.10, 0.04, 0.01, -0.06],
  "de_lowest_kj_mol": 503.62,
  "total_charge": 0,
  "smiles": "C[C@H](N)CS.O.O.O.O.O.O.O.O.O.O",
  "gap_ev": 8.20
}

---

Entry 4:
{
  "formula": "C4H9N3",
  "method": "ωB97M-V with the def2-TZVPD basis set",
  "elements": ["C", "C", "C", "C", "N", "N", "N", "H", "H", "H", "H", "H", "H", "H", "H", "H"],
  "coordinates": [[1.675042, 2.001430, -0.812460], [-0.754415, -0.352165, -0.268689], [-1.875683, 0.586258, -0.431676], [-0.385590, -0.687253, 1.193865], [2.483674, 1.082736, -0.710779], [3.227978, 0.270153, -0.485946], [-0.259387, -0.798002, -1.343045], [0.992024, 2.063508, -1.634090], [1.505432, 2.583465, 0.024620], [-1.669129, 1.423769, 0.178691], [-2.804661, 0.049717, -0.043350], [-2.236814, 0.752373, -1.417942], [-1.217043, -0.279179, 1.757915], [0.548193, -0.140293, 1.437274], [-0.152179, -1.795609, 1.234599], [0.534039, -1.435233, -1.184986]],
  "forces_ev_per_angstrom": [[-2.793, 2.380, -1.582], [0.297, -0.513, -0.319], [-2.348, -1.821, 1.120], [0.949, -0.322, -1.814], [2.119, -2.610, 0.694], [0.676, -0.716, -0.193], [1.036, -0.596, -0.052], [0.059, -0.176, -0.413], [-0.103, 1.150, 1.519], [-0.287, 1.340, 0.416], [1.014, 0.727, 0.327], [0.712, 0.637, -1.043], [0.139, -0.637, 0.719], [-0.503, -0.255, 0.046], [-0.633, 1.329, 0.463], [-0.334, 0.084, 0.111]],
  "lowdin_charge": [-0.07, -0.53, -0.08, -0.04, -0.23, 0.20, 0.11, 0.07, 0.05, 0.06, 0.11, 0.07, 0.06, 0.07, 0.10, 0.05],
  "de_lowest_kj_mol": 306.83,
  "total_charge": 0,
  "gap_ev": 9.55
}

---

Entry 5:
{
  "formula": "C5H8N3O3S",
  "method": "ωB97M-V with the def2-TZVPD basis set",
  "elements": ["C", "C", "C", "C", "C", "N", "N", "N", "O", "O", "O", "S", "H", "H", "H", "H", "H", "H", "H", "H"],
  "coordinates": [[-0.434426, -2.231456, 0.014147], [-2.192015, 0.618588, -1.350018], [0.645674, 1.109922, 0.466629], [-0.589125, 0.097629, 0.299367], [2.935792, 1.153729, 0.082876], [-0.694804, -2.290535, 1.274087], [-0.240714, -1.078014, -0.524450], [-1.751555, 0.794450, -0.042306], [-1.845485, -0.214335, -2.151776], [0.371963, 2.241350, 0.671087], [1.737459, 0.423614, 0.222653], [-0.907774, -0.745904, 2.050777], [-0.148125, -3.036706, -0.556534], [-3.028835, 1.392796, -1.652344], [3.212865, 1.781977, 0.966923], [2.787461, 1.965630, -0.713664], [3.727167, 0.394553, 0.125247], [-0.914334, -3.137088, 1.794081], [-0.636706, -0.872547, -1.527302], [-2.034482, 1.632346, 0.550522]],
  "forces_ev_per_angstrom": [[0.687, 0.441, 0.834], [-2.987, 3.262, 0.664], [-2.174, -2.581, -0.945], [1.733, -0.993, 2.917], [1.316, 2.335, 0.730], [-0.716, -0.006, 1.486], [-1.193, 2.916, -1.083], [-0.924, 0.488, -1.765], [0.524, -0.282, -0.454], [0.996, 1.197, 0.370], [-0.493, 0.552, 0.623], [0.546, 0.118, -0.985], [-0.068, -2.275, -1.110], [1.449, -1.387, 0.704], [-0.866, -0.529, -0.192], [0.821, -1.797, 0.482], [-0.139, 0.459, -1.266], [0.270, 0.161, -0.307], [0.600, -0.605, 0.752], [0.619, -1.473, -1.456]],
  "lowdin_charge": [-0.18, -0.24, -0.50, -0.47, -0.03, -0.20, 0.10, 0.07, 0.06, 0.17, -0.02, 1.05, 0.15, 0.19, 0.11, 0.14, 0.11, 0.14, 0.14, 0.20],
  "de_lowest_kj_mol": 22.88,
  "total_charge": 1,
  "smiles": "COC(=O)[C@@]1(NC=O)[NH+]=CNS1",
  "gap_ev": 9.53
}

---

Entry 6:
{
  "formula": "C4H15N2OS",
  "method": "ωB97M-V with the def2-TZVPD basis set",
  "elements": ["C", "N", "C", "C", "S", "C", "N", "H", "H", "H", "H", "H", "H", "H", "H", "H", "H", "H", "H", "H", "H", "H", "O"],
  "coordinates": [[0.941420, 0.187597, -0.962888], [1.180033, -0.731363, 0.138759], [2.107238, -0.312838, 1.220338], [1.532238, 0.771153, 2.126233], [0.433280, 0.064745, 3.417963], [-0.511556, 0.338588, -1.439493], [-0.937415, -1.008187, -2.113939], [1.480493, -0.190836, -1.837365], [1.300796, 1.227107, -0.913936], [0.418693, -1.356177, 0.347732], [2.899846, 0.098000, 0.568185], [2.467408, -1.201536, 1.708332], [2.379612, 1.236721, 2.685017], [0.904907, 1.492861, 1.662138], [-0.752961, 0.520700, 2.940747], [-0.591814, 1.129085, -2.186251], [-1.317864, 0.499756, -0.711748], [-0.140052, -1.426153, -2.593957], [-1.696664, -0.857683, -2.777829], [-1.092614, -1.643066, -1.322127], [-3.967686, 0.637910, -0.677158], [-3.702683, 0.288458, 0.805153], [-3.334654, 0.235158, -0.083906]],
  "forces_ev_per_angstrom": [[-0.678, 0.100, -1.157], [0.294, 1.297, 1.036], [-0.718, -1.008, -3.593], [-0.435, -0.181, 2.458], [0.627, 0.328, -0.371], [-0.285, -0.872, -0.248], [1.282, 0.870, 1.001], [0.232, 0.007, -0.121], [0.256, -0.392, 0.973], [0.048, -0.085, 0.356], [0.233, 0.234, 1.096], [0.174, -0.063, 0.501], [-0.547, -0.242, -0.358], [0.066, 0.711, -0.798], [0.259, -0.090, 0.058], [0.180, -0.204, -0.098], [0.491, 0.074, 0.144], [0.007, 0.155, -0.492], [-0.376, -0.522, 0.342], [-1.075, -0.076, -0.705], [-0.458, 0.191, -0.002], [-0.256, 0.029, -0.180], [0.678, -0.259, 0.156]],
  "lowdin_charge": [-0.19, -0.01, -0.20, -0.41, 1.05, -0.09, 0.22, 0.13, 0.15, 0.13, 0.15, 0.13, 0.13, 0.07, -0.06, 0.14, 0.09, 0.16, 0.18, 0.16, 0.06, 0.06, -0.05],
  "de_lowest_kj_mol": 73.77,
  "total_charge": 2,
  "spin_multiplicity": 2,
  "gap_ev": [11.15, 4.80]
}

---

Entry 7:
{
  "formula": "C6H13N3",
  "method": "ωB97M-V with the def2-TZVPD basis set",
  "elements": ["C", "C", "C", "C", "C", "C", "N", "N", "N", "H", "H", "H", "H", "H", "H", "H", "H", "H", "H", "H", "H", "H"],
  "coordinates": [[-4.607637, 0.178567, -0.310387], [1.182177, -0.948447, -0.652625], [-0.011699, -1.562541, 0.051081], [1.626116, 0.200345, 0.243204], [-0.554092, -0.634596, 1.019638], [2.093903, 1.422631, -0.498408], [-2.340477, 0.707454, -0.068236], [-3.361827, 0.286008, -0.264793], [0.313020, 0.547682, 1.065634], [-5.097119, -0.652952, -0.823164], [-5.310025, 0.787377, 0.205729], [2.120654, -1.465287, -0.899672], [0.835913, -0.495321, -1.724429], [-0.771586, -2.028074, -0.742770], [0.417469, -2.428877, 0.568328], [2.278055, -0.084082, 0.943822], [-1.239263, -0.739301, 1.945999], [1.395208, 2.056658, -0.865682], [2.825071, 0.980083, -1.213613], [2.615754, 2.194526, 0.206315], [0.388950, 0.800602, 1.985934], [-0.302202, 1.376092, 0.539428]],
  "forces_ev_per_angstrom": [[-2.637, -2.259, -1.155], [-0.520, 2.973, -2.927], [-0.733, -2.475, -2.098], [-3.444, 2.144, -2.238], [-1.009, 1.023, 1.313], [4.143, -0.461, 2.745], [3.383, -0.125, -0.016], [-1.104, 0.799, 0.727], [-2.695, 0.482, -4.672], [0.591, 0.157, -0.349], [0.154, 0.965, 0.856], [-0.828, -0.849, 0.325], [0.757, -0.934, 2.520], [1.251, 0.843, 1.955], [-0.649, -0.435, 0.509], [2.583, -1.229, 2.792], [1.184, -0.319, -1.875], [-2.623, 1.151, -2.051], [-0.460, 1.108, 0.137], [-0.262, -1.757, -1.041], [0.857, 1.340, 3.114], [2.062, -2.141, 1.430]],
  "lowdin_charge": [0.17, -0.12, -0.15, -0.26, 0.04, -0.02, 0.29, -0.04, 0.12, 0.14, 0.13, 0.15, 0.19, 0.20, 0.16, 0.12, 0.19, 0.05, 0.13, 0.15, 0.14, 0.24],
  "de_lowest_kj_mol": 633.42,
  "total_charge": 2,
  "gap_ev": [8.60, 5.78]
}

---

Entry 8:
{
  "formula": "C5H8BrNO2S",
  "method": "ωB97M-V with the def2-TZVPD basis set",
  "elements": ["C", "C", "C", "C", "C", "N", "O", "O", "S", "Br", "H", "H", "H", "H", "H", "H", "H", "H"],
  "coordinates": [[1.058613, -0.706536, -1.148149], [-2.022119, -0.580814, -0.414572], [0.812053, 1.909400, -0.370408], [-0.840789, -1.296112, 0.383970], [0.474866, -0.652038, 0.185291], [1.582579, -0.658275, -2.164158], [-0.280956, 1.139559, 1.894365], [2.136458, 1.026484, 1.639273], [0.844072, 0.869605, 1.069232], [2.007612, -2.424296, 1.319689], [-2.152245, 0.527103, -0.250245], [-1.851181, -0.655468, -1.448871], [-2.913528, -1.064366, -0.125792], [1.725816, 1.712874, -0.935391], [-0.053386, 1.604056, -0.968310], [1.103966, 2.906137, 0.012761], [-0.589502, -2.250204, -0.059537], [-1.042330, -1.407108, 1.380852]],
  "forces_ev_per_angstrom": [[-0.225, -0.082, 1.471], [1.601, 1.250, 1.426], [1.380, -0.050, 0.277], [-0.065, 0.931, -3.236], [2.227, -2.071, 0.690], [0.103, -0.121, -0.708], [-1.043, -0.374, 0.297], [0.675, -0.831, 0.009], [0.609, 1.810, -0.566], [-1.466, 1.883, -1.079], [0.369, -1.157, 0.466], [0.112, -0.502, -1.446], [-1.086, -0.536, 0.126], [-0.176, -0.553, -0.088], [-0.054, 1.231, 0.142], [-1.488, -0.064, -0.221], [-0.912, -0.635, -0.051], [-0.561, -0.129, 2.490]],
  "lowdin_charge": [-0.29, -0.03, -0.14, -0.25, -0.46, 0.23, -0.27, -0.29, 0.56, 0.31, 0.10, 0.05, 0.06, 0.07, 0.07, 0.10, 0.10, 0.08],
  "de_lowest_kj_mol": 0.00,
  "total_charge": 0,
  "gap_ev": [7.63, 7.63]
}

---

The molecular weight results, record by record, are as follows: 101.05 148.99 271.33 99.14 190.20 139.24 127.19 226.10 u.